1.
A molecular structure, BrHf, computed with the ωB97M-V functional and the def2-TZVPD basis.

```
2
Properties=species:S:1:pos:R:3
Hf -0.51 0.64 0.71
Br 0.51 -0.64 -0.71
```

The energy relative to the best compared isomer or geometry (same formula, charge and spin) is 18.8 kJ/mol. Its LUMO energy is -20.68 eV. The orbital gap is 9.854 eV. As for the net charge: +3. As for the spin multiplicity: 1. For the total energy, the calculation gives -71304.4809 eV.

***

2.
A molecular structure, BrINO3S, computed with the ωB97M-V functional and the def2-TZVPD basis.

```
7
Properties=species:S:1:pos:R:3
I -0.62 0.16 1.04
Br 1.89 -0.67 3.11
S -0.48 0.01 -1.46
O -1.90 -0.11 -1.47
O 0.33 -1.21 -1.67
O 0.08 1.21 -2.08
N 0.70 0.60 2.52
```

The energy relative to the best compared isomer or geometry (same formula, charge and spin) is 91.8 kJ/mol. Its LUMO energy (alpha / beta) is 2.82 / 2.82 eV. The orbital gap (alpha / beta) is 7.124 / 7.124 eV. As for the net charge: -1. As for the spin multiplicity: 1. For the total energy, the calculation gives -96609.5438 eV.

***

3.
A molecular structure, BrIS, computed with the ωB97M-V functional and the def2-TZVPD basis.

```
3
Properties=species:S:1:pos:R:3
I 0.48 2.17 -0.66
Br 0.24 -1.32 1.19
S -0.72 -0.85 -0.53
```

The energy relative to the best compared isomer or geometry (same formula, charge and spin) is 169.6 kJ/mol. Its LUMO energy (alpha / beta) is -3.69 / -3.69 eV. The orbital gap (alpha / beta) is 5.837 / 5.835 eV. As for the spin multiplicity: 1. For the total energy, the calculation gives -88976.3568 eV.

***

4.
A molecular structure, BrPb2, computed with the ωB97M-V functional and the def2-TZVPD basis.

```
3
Properties=species:S:1:pos:R:3
Pb 0.15 1.06 -1.53
Pb -0.19 -1.61 0.89
Br 0.04 0.55 0.63
```

The energy relative to the best compared isomer or geometry (same formula, charge and spin) is 581.4 kJ/mol. Its LUMO energy is -16.69 eV. The orbital gap is 10.073 eV. As for the net charge: +3. As for the spin multiplicity: 1. For the total energy, the calculation gives -80498.5048 eV.

***

5.
19 unconnected molecules or ions with the total composition C100H165N12O27, computed with the ωB97M-V functional and the def2-TZVPD basis.

```
304
Properties=species:S:1:pos:R:3
O 4.60 3.39 -5.27
O -2.40 -3.26 -2.34
O -5.97 -1.51 2.48
O 2.83 -3.47 2.71
O -2.55 6.68 -2.44
O 3.67 -3.41 -1.49
O 4.37 -0.06 -5.85
O 2.54 0.91 -5.10
O -7.37 4.22 0.77
O -2.53 6.79 -0.17
O 5.90 -0.46 2.31
O -0.84 2.65 -2.92
O 4.86 3.49 -1.49
O -5.16 -0.87 -7.67
O -5.97 -0.01 4.13
O -6.39 2.93 -0.78
O 4.38 -5.40 -2.32
O -2.14 -1.89 5.82
O 0.69 4.42 3.30
O 0.82 3.09 1.49
O -3.54 -1.57 -1.35
O 7.32 -0.90 -3.64
O -0.88 -1.30 4.05
O -7.37 -0.14 -7.96
O 0.95 -4.80 7.09
O 4.57 -3.33 4.04
O 4.70 1.38 -0.68
N 1.80 -1.69 6.47
N -2.76 4.10 1.26
N 1.53 6.01 0.00
N 0.36 -0.04 -0.75
N -3.05 -3.72 2.93
N 0.66 4.09 -6.57
N 4.94 1.27 -3.51
N -9.27 -2.44 -7.05
N 8.10 -2.51 2.64
N -6.72 2.12 6.45
N -6.25 -0.34 -1.15
N 1.48 -6.32 -1.52
C -4.09 3.90 1.17
C 6.09 1.94 -4.11
C 1.95 -5.81 -0.38
C -5.47 0.19 0.02
C 1.05 5.04 -3.99
C 0.27 -6.00 -1.97
C -6.95 -1.53 -1.10
C 8.85 -0.17 3.22
C -7.15 3.85 -0.42
C 7.40 -3.75 3.29
C -2.26 -3.54 0.70
C 5.94 -1.19 -3.90
C 4.77 2.60 -0.52
C 4.55 -0.14 2.54
C -2.99 4.07 3.58
C -7.60 1.10 7.02
C -1.22 -4.37 1.09
C 0.61 -3.69 7.77
C 0.13 5.78 -1.84
C 4.56 3.19 0.89
C 1.25 5.33 -2.58
C -1.60 -1.05 5.09
C 4.21 -0.96 7.01
C -5.39 2.05 6.70
C -6.40 0.47 -2.24
C 9.50 -2.89 2.20
C -3.17 -3.23 1.72
C 8.27 -1.50 3.73
C 3.08 -1.88 7.28
C 4.80 2.92 -6.57
C 0.29 6.17 -0.53
C 2.64 5.68 -0.70
C -7.26 2.97 5.57
C -4.56 2.74 5.82
C -4.02 -2.13 -3.62
C -9.79 -2.43 -8.51
C 1.14 0.54 7.47
C -9.65 -2.11 -4.79
C 1.67 -0.22 0.04
C -0.24 -4.92 0.08
C 3.85 -3.95 3.21
C 1.84 6.27 1.42
C -2.02 -4.52 3.28
C -4.95 3.83 2.23
C -1.07 -4.90 2.39
C 0.98 3.34 2.68
C 1.79 2.37 3.50
C -7.43 -1.93 -5.74
C 0.54 1.17 -1.60
C -8.29 -1.79 -4.64
C -4.17 8.04 -1.25
C -2.06 3.85 -0.03
C 9.68 -4.11 1.36
C 2.08 -2.23 5.15
C -4.33 3.75 3.49
C 1.41 3.37 -5.75
C 3.14 0.11 -5.89
C -6.45 3.67 4.65
C 1.52 -0.25 6.26
C 0.39 3.62 -7.91
C -0.35 1.23 -2.81
C 2.50 5.29 -2.02
C 1.19 -1.57 -2.58
C 0.53 -2.35 7.03
C 7.71 -1.12 -2.35
C -10.15 -2.41 -6.04
C 1.07 -5.09 0.42
C 1.41 -1.26 1.15
C 5.03 -0.29 -3.16
C -1.81 0.43 5.42
C 7.41 -2.08 1.37
C -7.75 -1.21 -3.38
C -5.85 0.36 -9.71
C -7.61 4.83 -1.57
C -2.18 2.68 -3.44
C 5.87 -3.97 -1.23
C 0.11 5.25 -6.19
C -3.03 7.07 -1.29
C 2.27 -7.24 -2.38
C 4.51 -4.30 -1.73
C 0.28 5.75 -4.92
C -8.04 -0.30 3.02
C -7.68 -1.98 -2.18
C 2.29 -0.63 -6.95
C -5.11 3.44 4.70
C 4.35 -5.32 2.76
C -2.21 4.30 2.50
C -4.07 -3.42 3.94
C 5.82 3.35 -4.52
C 1.64 3.85 -4.44
C 0.10 -1.22 -1.55
C -0.78 0.28 0.16
C 5.99 -1.67 1.60
C -3.24 -2.35 -2.30
C -7.18 0.06 -3.30
C -7.99 -2.28 -6.96
C -0.16 -5.37 6.41
C -6.52 -0.67 3.25
C -6.09 -0.33 -8.30
C -0.64 -5.35 -1.21
H 0.51 4.43 -8.61
H -3.80 -1.15 -4.08
H -1.52 0.69 -0.49
H 3.37 -2.95 7.18
H -4.44 0.28 -0.28
H 0.91 -2.28 -3.32
H 0.09 0.95 -3.77
H -1.60 -5.05 -1.62
H -0.51 6.60 0.05
H -0.04 -1.71 7.66
H -7.29 0.82 8.02
H -0.41 -4.71 5.61
H 7.28 -2.05 -1.96
H -0.56 3.10 -8.01
H 7.91 -1.18 0.96
H -2.47 -3.18 -0.26
H 9.50 -0.28 2.36
H -1.06 -0.54 0.83
H 10.74 -4.32 1.27
H 1.26 -1.91 4.58
H 1.68 -0.73 -3.12
H -1.01 -5.55 7.10
H 0.06 -2.00 -0.85
H -5.04 1.46 7.51
H 6.66 -4.07 -2.00
H 7.44 -2.95 0.75
H -7.49 0.37 6.23
H -3.51 2.54 5.87
H -2.30 4.64 -0.71
H -5.50 -0.47 0.88
H 4.01 -1.09 2.86
H -1.27 0.66 -2.77
H 4.27 -0.69 5.93
H 1.47 -4.63 1.34
H -10.27 -2.04 -3.92
H -3.58 -2.76 4.71
H 0.17 -6.34 6.01
H -8.47 0.28 3.88
H -2.25 2.38 -4.50
H 1.80 -8.27 -2.24
H 3.76 3.97 0.85
H 6.64 3.69 -5.20
H 2.29 -6.90 -3.35
H -6.75 0.97 -9.85
H -1.53 0.75 6.42
H 1.98 -1.60 -6.54
H 2.47 0.08 5.86
H -8.72 -1.16 2.78
H 4.11 -5.46 1.68
H 1.13 2.80 -8.12
H 8.81 -1.14 -2.40
H 5.49 3.70 1.22
H 6.78 1.98 -3.22
H 7.01 -4.42 2.51
H 2.94 -6.17 -0.13
H -4.21 8.66 -2.16
H -0.08 -2.48 6.14
H 6.62 1.38 -4.97
H 4.12 0.31 1.60
H 5.04 -0.38 -2.08
H 5.41 -1.71 0.65
H 1.99 -2.13 -2.11
H -4.51 3.97 0.14
H -0.58 5.65 -6.94
H 5.86 -2.95 -0.78
H 5.71 3.99 -3.65
H 10.11 -2.86 3.08
H -0.88 -1.08 -1.92
H -2.24 2.84 -0.37
H 0.08 0.78 7.55
H -2.56 3.67 -3.36
H 4.15 -0.05 7.59
H 0.69 -0.26 5.59
H 2.40 -0.53 -0.69
H 0.62 -0.91 1.81
H -4.91 0.95 -9.69
H -0.28 1.08 0.80
H 7.95 0.31 2.85
H 2.24 3.18 -3.84
H -10.05 -1.40 -8.65
H 7.28 -1.29 4.09
H 4.25 2.42 1.62
H -6.76 -2.08 -0.21
H -4.95 -2.89 3.57
H 3.35 5.06 -2.63
H 1.33 -0.16 -7.16
H 1.29 -3.63 8.61
H 0.41 2.02 -0.96
H 5.71 -1.06 -4.93
H 1.41 0.05 8.38
H 5.06 -1.49 7.30
H 1.34 5.56 2.08
H -0.99 3.98 0.22
H 4.00 -0.63 -3.43
H 1.23 -2.28 0.78
H -0.42 -3.87 8.16
H -5.13 7.51 -1.10
H -6.03 3.72 1.97
H -9.02 -2.79 -9.15
H -2.40 4.16 4.54
H -6.75 4.99 -2.13
H -8.08 0.44 2.20
H -1.18 4.54 2.71
H -8.36 4.39 -2.23
H 3.26 -7.21 -2.05
H -0.21 6.65 -4.61
H -10.60 -3.10 -8.55
H 3.76 2.89 -6.82
H -5.89 1.49 -2.20
H -5.01 -2.01 -3.19
H -1.30 1.00 4.63
H 1.60 1.49 7.46
H 9.21 0.50 3.92
H -5.65 -0.38 -10.52
H -8.30 3.07 5.56
H -11.22 -2.45 -6.26
H 9.26 -3.92 0.36
H -2.05 -4.91 4.30
H 1.21 1.48 3.82
H 3.07 -1.99 4.78
H 1.58 1.13 -1.95
H -6.42 -1.58 -5.70
H 5.67 -2.21 -3.60
H -4.33 -4.36 4.39
H 2.33 -1.27 1.78
H 2.88 -0.73 -7.85
H 8.20 -4.21 3.89
H 6.62 -3.40 3.96
H -4.03 -2.96 -4.34
H -5.90 1.19 0.23
H -0.35 -5.64 2.59
H 1.79 2.35 -6.02
H 1.82 0.77 0.39
H 8.95 -1.88 4.48
H 9.77 -2.07 1.52
H 3.81 -6.08 3.34
H 9.27 -5.05 1.73
H 2.54 2.02 2.85
H -2.89 0.54 5.29
H -8.19 -2.93 -2.02
H -0.92 5.89 -2.28
H -2.76 2.02 -2.85
H 5.33 3.63 -7.21
H 3.58 5.70 -0.19
H -4.03 -2.57 1.55
H -8.61 1.53 7.04
H 0.15 -6.42 -2.95
H 6.16 -4.69 -0.43
H 2.14 -3.30 5.19
H 4.40 0.55 3.37
H 4.12 1.34 -4.19
H -7.88 5.78 -1.12
H -7.45 -2.40 -7.86
H 2.24 2.73 4.43
H 2.96 6.12 1.49
H -6.86 4.29 3.89
H -4.03 8.77 -0.43
H -7.23 0.69 -4.17
H 5.30 1.96 -6.53
H 2.74 -1.85 8.32
H 5.41 -5.56 3.00
H 7.42 -0.27 -1.69
H 4.78 1.75 -2.58
H 1.62 7.29 1.63
H 5.54 -2.52 2.18
```

Its LUMO energy is -2.97 eV. The orbital gap is 6.177 eV. As for the net charge: +1. As for the spin multiplicity: 1. For the total energy, the calculation gives -179524.0622 eV.

***

6.
A molecular structure, C10H10AuF5N, computed with the ωB97M-V functional and the def2-TZVPD basis.

```
27
Properties=species:S:1:pos:R:3
Au 0.82 0.01 -1.39
F 0.10 -0.10 5.17
F 0.18 1.27 2.68
F 1.29 -0.60 2.69
F -1.81 0.19 4.18
F -0.83 -1.85 4.08
N 1.30 1.83 -0.82
C -0.54 -1.88 -2.33
C 0.04 -0.05 2.81
C 0.90 -2.01 -2.13
C 1.08 -2.15 -0.67
C -0.06 2.07 -1.23
C -0.26 -2.27 -0.10
C -1.42 1.95 -0.75
C 0.54 3.13 -2.02
C -0.63 -0.49 4.09
C -1.20 -1.98 -1.11
H -1.77 2.75 -0.08
H -2.11 1.11 -0.96
H 1.69 -2.09 -2.87
H 0.02 4.01 -2.30
H 1.44 1.60 0.14
H -0.45 -2.60 0.93
H -0.98 -1.90 -3.33
H 1.46 2.82 -2.52
H 2.04 -2.35 -0.16
H -2.26 -1.96 -0.95
```

Its LUMO energy (alpha / beta) is 3.16 / 2.05 eV. The orbital gap (alpha / beta) is 5.382 / 3.812 eV. As for the net charge: -1. As for the spin multiplicity: 3. For the total energy, the calculation gives -29293.4889 eV. The expectation value of S² is 2.034.